[1]
Below is C40H31BrF4IrN2O6PS as an isolated structure, with properties calculated with wB97M-V/def2-TZVPD.

Element x y z (Å)
Ir  -0.2869  -0.5308  -0.1565
F  -5.7424  1.9130  4.2264
C  -4.5842  1.7572  3.6092
C  -3.6619  2.7890  3.5848
F  -3.9322  3.9366  4.1883
C  -2.4538  2.6085  2.9299
F  -1.5997  3.6315  2.9631
C  -2.1256  1.4271  2.2754
P  -0.5293  1.2836  1.3798
C  -0.4168  2.8510  0.4802
C  0.8040  3.4938  0.2966
C  0.8712  4.6348  -0.4867
C  -0.2728  5.1367  -1.0905
C  -1.4874  4.4859  -0.9258
C  -1.5585  3.3408  -0.1509
C  0.6861  1.2803  2.7265
C  1.1601  0.0380  3.1465
C  2.0601  -0.0501  4.1962
C  2.5020  1.1043  4.8254
C  2.0424  2.3428  4.4039
C  1.1368  2.4360  3.3594
C  -3.0645  0.3947  2.3393
Br  -2.7491  -1.3012  1.5845
C  -4.2745  0.5543  2.9913
F  -5.1630  -0.4319  3.0493
H  1.7046  3.1025  0.7523
H  1.8211  5.1317  -0.6259
H  -0.2174  6.0359  -1.6884
H  -2.3800  4.8657  -1.4021
H  -2.5068  2.8248  -0.0499
H  0.8208  -0.8568  2.6408
H  2.4232  -1.0160  4.5216
H  3.2094  1.0398  5.6404
H  2.3935  3.2435  4.8866
H  0.7920  3.4089  3.0390
C  -3.3633  -2.7722  -2.3296
C  -1.9766  -2.2149  -2.1537
O  -1.9001  -1.1663  -1.4738
C  -0.8387  -2.8566  -2.7486
C  -1.0298  -4.0023  -3.5650
C  0.0132  -4.6312  -4.1829
C  1.3146  -4.1209  -4.0032
C  1.5427  -3.0226  -3.2255
C  0.4810  -2.3495  -2.5635
O  0.7797  -1.3166  -1.8508
H  -4.0574  -2.1688  -1.7516
H  -3.4039  -3.8054  -1.9859
H  -3.6636  -2.7560  -3.3768
H  -2.0312  -4.3787  -3.7158
H  -0.1548  -5.4958  -4.8078
H  2.1484  -4.6073  -4.4929
H  2.5376  -2.6195  -3.0932
O  3.4828  0.5103  -1.8008
C  2.2993  0.9564  -1.6342
O  1.7194  0.7982  -0.5300
C  1.6901  1.6989  -2.7501
C  2.5037  2.2158  -3.7546
C  1.9742  2.9857  -4.7904
C  0.6173  3.2004  -4.7652
O  -0.1297  3.9137  -5.6412
C  -1.4756  3.8671  -5.1591
O  -1.4946  3.0341  -3.9997
C  -0.1990  2.6718  -3.7718
C  0.3009  1.9192  -2.7498
H  3.5651  2.0214  -3.7251
H  2.5956  3.3941  -5.5726
H  -2.1191  3.4376  -5.9284
H  -1.7952  4.8768  -4.8898
H  -0.3537  1.4967  -1.9973
C  0.1641  -4.0849  3.7682
C  0.8398  -4.4079  2.4287
C  2.3642  -4.4638  2.5861
C  0.2986  -5.7194  1.8471
C  0.5174  -3.3180  1.4932
N  0.2661  -2.4688  0.7648
H  0.3720  -4.8939  4.4675
H  -0.9159  -3.9951  3.6544
H  0.5458  -3.1556  4.1917
H  2.6133  -5.2458  3.3026
H  2.7571  -3.5172  2.9577
H  2.8500  -4.6953  1.6390
H  0.5528  -6.5320  2.5265
H  0.7381  -5.9310  0.8732
H  -0.7851  -5.6848  1.7406
S  3.6590  -0.4031  0.2553
C  3.9686  0.9679  1.1093
N  4.1943  1.9293  1.7153

Atoms 1-3, force components in eV/Å:
-0.3 0.3 -0.1
0.0 0.0 0.0
0.1 0.0 0.0

Summary:
Charge ... +1
HOMO (alpha / beta) ... -10.29 / -10.28 eV
HOMO-LUMO gap (alpha / beta) ... 8.05 / 4.54 eV
2S+1 ... 6
⟨S²⟩ ... 8.78
E_LUMO (alpha / beta) ... -2.2367 / -5.7339 eV
M ... 1046.9 g mol⁻¹

[2]
Below is a 15-piece molecular cluster, C22H74O15 overall, with properties calculated with wB97M-V/def2-TZVPD.

Element x y z (Å)
C  -0.9624  -1.6833  4.8102
O  -0.1541  -1.7047  3.6548
H  -0.5002  -1.1221  5.6223
H  -1.8877  -1.1412  4.6149
H  -1.1871  -2.7024  5.1251
H  -0.3127  -0.8359  3.2785
C  1.8995  4.7579  2.9078
O  3.0392  5.3714  3.4336
H  1.2803  4.4835  3.7618
H  1.4883  5.4943  2.2175
H  2.1740  3.8664  2.3437
H  3.7449  5.3773  2.7828
C  3.7176  3.9739  -3.3435
O  2.6854  3.3044  -2.5734
H  3.5447  3.8424  -4.4117
H  3.6376  5.0263  -3.0710
H  4.7429  3.6848  -3.1127
H  2.8406  2.3579  -2.6148
C  2.1803  -3.9965  1.6285
O  3.2978  -3.7423  2.4234
H  1.8810  -5.0388  1.7385
H  1.4167  -3.2330  1.7768
H  2.3814  -3.8490  0.5674
H  3.6132  -2.8473  2.2781
C  -4.6511  1.1903  0.8386
C  -5.9229  0.4290  0.8908
C  -6.0251  -0.7212  -0.1332
O  -6.0050  -0.2771  2.1215
H  -4.5833  1.8046  -0.0592
H  -3.8231  0.4822  0.8048
H  -4.5259  1.7913  1.7393
H  -6.8465  1.0077  0.9087
H  -5.9957  -0.1528  -1.0628
H  -6.9747  -1.2563  -0.1433
H  -5.2370  -1.4715  -0.0704
H  -6.9105  -0.4171  2.4080
C  -1.5225  -4.4669  1.4164
C  -2.9958  -4.2912  1.4004
C  -3.4398  -2.9618  1.9837
O  -3.3903  -4.4473  0.0055
H  -1.0512  -3.6769  0.8316
H  -1.0639  -5.4153  1.1364
H  -1.1886  -4.3040  2.4411
H  -3.4771  -5.0899  1.9647
H  -3.3676  -2.8254  3.0627
H  -4.5012  -2.7919  1.8032
H  -2.8851  -2.2167  1.4133
H  -3.0358  -3.7350  -0.5317
C  -0.2279  3.7831  -0.4299
C  -0.4364  4.0762  -1.9160
C  -1.8151  4.7084  -2.2524
O  0.5460  5.0710  -2.4027
H  0.7775  3.4594  -0.1607
H  -0.8159  2.9195  -0.1191
H  -0.4818  4.6888  0.1208
H  -0.2474  3.2234  -2.5679
H  -1.7095  5.7260  -1.8763
H  -2.5906  4.1621  -1.7154
H  -1.9600  4.7421  -3.3322
H  1.4265  4.6951  -2.3320
C  3.9498  -0.1796  3.0949
C  4.8064  -0.4338  1.8156
C  6.2274  -1.0011  2.1323
O  4.1187  -1.3307  1.0104
H  4.4278  0.3028  3.9474
H  3.4638  -1.0778  3.4760
H  3.1288  0.4807  2.8156
H  4.9194  0.4492  1.1866
H  6.2101  -2.0633  2.3762
H  6.8079  -0.3951  2.8280
H  6.7737  -0.8202  1.2066
H  4.4489  -1.1403  0.1293
C  1.0165  -1.5742  -0.8907
C  0.7462  -0.5533  0.1691
C  1.4056  0.8077  -0.0899
O  -0.6646  -0.4625  0.2137
H  0.3807  -2.4364  -0.6894
H  2.0452  -1.9073  -0.7528
H  0.7455  -1.1456  -1.8555
H  1.1742  -1.0384  1.0464
H  2.4442  0.6506  -0.3810
H  1.3246  1.4937  0.7533
H  1.0335  1.3712  -0.9455
H  -0.8825  0.0582  0.9901
C  -2.2515  0.8090  -2.2439
C  -2.9795  -0.5495  -2.4992
C  -3.2226  -0.8680  -3.9969
O  -2.1840  -1.5746  -1.9765
H  -2.4355  1.3367  -1.3081
H  -2.4937  1.6424  -2.9033
H  -1.1729  0.6761  -2.3278
H  -3.9637  -0.5092  -2.0325
H  -2.3073  -1.0481  -4.5607
H  -3.7050  -0.0268  -4.4946
H  -3.9357  -1.6825  -4.1243
H  -1.6642  -1.1047  -1.3202
O  -0.0951  -2.7251  -3.7491
H  -0.6075  -3.1288  -4.4496
H  -0.7478  -2.4270  -3.1156
O  5.1764  -0.7887  -1.5150
H  5.1068  -1.5162  -2.1331
H  4.5439  -0.1437  -1.8314
O  -1.6134  0.6704  2.6138
H  -2.5298  0.4717  2.8059
H  -1.4363  1.4772  3.0974
O  3.4068  0.5169  -3.0851
H  3.1095  -0.3071  -3.4709
H  4.1522  0.7796  -3.6252
O  2.3863  -1.6272  -4.2498
H  1.5354  -1.9121  -3.9166
H  2.2692  -1.5812  -5.1987

Atoms 1-3, force components in eV/Å:
-0.2 0.2 0.2
0.1 -0.3 0.2
0.3 -0.2 0.2

Summary:
Charge ... -1
HOMO (alpha / beta) ... 0.14 / -7.18 eV
HOMO-LUMO gap (alpha / beta) ... 1.54 / 8.77 eV
2S+1 ... 2
⟨S²⟩ ... 0.75
E_LUMO (alpha / beta) ... 1.6780 / 1.5910 eV
M ... 578.8 g mol⁻¹

[3]
Below is C4H10PtS4Se2 as an isolated structure, with properties calculated with wB97M-V/def2-TZVPD.

Element x y z (Å)
Pt  0.8783  -0.3065  1.3050
C  -0.4864  2.5330  -0.1670
Se  -0.9958  1.2491  1.1916
C  -2.2214  0.1368  0.1473
C  -1.5435  -0.4369  -1.0774
Se  -0.0267  -1.5706  -0.5597
C  1.1276  -1.1873  -2.0847
H  -1.2871  3.2696  -0.1999
H  -0.3497  2.0649  -1.1353
H  0.4360  3.0082  0.1578
H  -3.0904  0.7293  -0.1408
H  -2.5587  -0.6261  0.8490
H  -1.1399  0.3150  -1.7501
H  -2.2480  -1.0462  -1.6454
H  0.5902  -1.4591  -2.9912
H  2.0098  -1.8155  -1.9863
H  1.3910  -0.1351  -2.0813
S  0.5801  -0.7613  3.6127
S  2.2281  -1.5077  4.3186
S  3.6816  -1.4742  3.0299
S  3.0249  -0.9793  1.2072

Atoms 1-3, force components in eV/Å:
-0.4 -0.5 0.8
0.1 0.1 0.0
-0.4 -0.3 0.0

Summary:
Charge ... +2
HOMO (alpha / beta) ... -16.16 / -16.16 eV
HOMO-LUMO gap (alpha / beta) ... 6.12 / 6.12 eV
E_LUMO (alpha / beta) ... -10.0397 / -10.0409 eV
M ... 539.4 g mol⁻¹

[4]
Below is C28H39N3O4 in the gas phase, with properties calculated with wB97M-V/def2-TZVPD.

Element x y z (Å)
C  6.5926  -0.5336  5.4137
C  6.5784  -1.4414  4.1870
O  5.3153  -2.0298  3.9562
C  4.2999  -1.2749  3.4558
C  4.4095  0.0126  2.9736
C  3.3017  0.7024  2.4588
C  3.4917  2.0541  1.9855
C  2.5466  2.9050  1.5599
C  2.9051  4.2680  1.1553
O  3.9504  4.8147  1.4555
N  1.9491  4.9787  0.4624
C  0.8107  4.5390  -0.2019
C  0.7422  3.2805  -0.8004
C  -0.4023  2.8850  -1.4649
C  -1.4998  3.7351  -1.5584
C  -2.7723  3.3506  -2.2350
O  -3.8575  3.7431  -1.8508
N  -2.6227  2.5615  -3.3261
C  -3.7492  2.0366  -4.0593
C  -3.9220  0.5365  -3.7946
N  -4.8608  -0.0845  -4.7112
C  -4.8450  -1.5340  -4.5752
C  -5.5312  -2.2409  -5.7394
C  -6.1912  0.5053  -4.6899
C  -6.9231  0.5020  -3.3431
C  -1.4263  4.9938  -0.9666
C  -0.2845  5.3984  -0.3102
C  2.0734  0.0496  2.4300
C  1.9487  -1.2453  2.8998
C  3.0401  -1.9249  3.4213
O  3.0288  -3.1775  3.9374
C  1.8738  -3.9791  3.8198
C  1.6844  -4.5448  2.4042
C  0.3685  -5.3119  2.3203
C  2.8681  -5.4380  2.0438
H  5.9196  0.3100  5.2827
H  7.5990  -0.1597  5.5813
H  6.2728  -1.0948  6.2880
H  6.9261  -0.9014  3.2971
H  7.2430  -2.2943  4.3505
H  5.3600  0.5224  2.9847
H  4.5129  2.4169  1.9756
H  1.4982  2.6518  1.5540
H  2.1314  5.9742  0.4233
H  1.5960  2.6213  -0.7597
H  -0.4366  1.8936  -1.8945
H  -1.7018  2.2646  -3.6044
H  -4.6192  2.5985  -3.7157
H  -3.6047  2.2012  -5.1308
H  -2.9514  0.0521  -3.9539
H  -4.1937  0.3883  -2.7354
H  -5.2889  -1.8717  -3.6232
H  -3.7934  -1.8361  -4.5665
H  -6.6134  -2.1674  -5.6762
H  -5.2029  -1.8046  -6.6788
H  -5.2651  -3.2951  -5.7300
H  -6.7912  -0.0315  -5.4257
H  -6.0977  1.5347  -5.0430
H  -6.4072  1.1210  -2.6137
H  -7.9250  0.9009  -3.4787
H  -7.0091  -0.5076  -2.9479
H  -2.2844  5.6449  -1.0327
H  -0.2331  6.3804  0.1368
H  1.2017  0.5457  2.0340
H  0.9802  -1.7180  2.8610
H  2.0417  -4.8015  4.5211
H  0.9800  -3.4301  4.1420
H  1.6558  -3.7065  1.6995
H  -0.4761  -4.6628  2.5420
H  0.3641  -6.1355  3.0309
H  0.2344  -5.7196  1.3215
H  2.8037  -5.7584  1.0067
H  3.8004  -4.8968  2.1855
H  2.8828  -6.3210  2.6793

Atoms 1-3, force components in eV/Å:
-0.2 -0.2 -0.3
0.4 0.2 0.2
-0.4 0.0 -0.1

Summary:
HOMO ... -7.93 eV
HOMO-LUMO gap ... 8.01 eV
E_LUMO ... 0.0761 eV
SMILES string ... CCOc1cc(/C=C/C(=O)Nc2ccc(C(=O)NCCN(CC)CC)cc2)ccc1OCC(C)C
M ... 481.6 g mol⁻¹

[5]
Below is C4H9NO in the gas phase, with properties calculated with wB97M-V/def2-TZVPD.

Element x y z (Å)
N  -0.3751  2.1915  1.5824
C  0.0621  0.8002  1.3637
C  0.1837  0.3828  -0.0005
C  -0.3274  -0.8081  -0.4634
C  -0.1611  -1.4225  -1.8232
O  1.0327  -2.2864  -1.7370
H  -0.2440  2.5918  2.5195
H  -1.3432  2.4437  1.2810
H  1.1088  0.7064  1.9286
H  -0.4938  0.0013  1.8163
H  0.8243  0.9606  -0.7420
H  -0.8365  -1.4116  0.3994
H  -1.1584  -1.8743  -2.1889
H  -0.0311  -0.5764  -2.6747
H  1.7589  -1.6992  -1.2612

Atoms 1-3, force components in eV/Å:
-1.0 0.5 -0.2
2.2 0.9 3.2
0.6 -1.8 -4.5

Summary:
HOMO ... -9.26 eV
HOMO-LUMO gap ... 10.14 eV
E_LUMO ... 0.8804 eV
SMILES string ... NC/C=C/CO
M ... 87.1 g mol⁻¹

[6]
Below is C33H33N8RuS2 as an isolated structure, with properties calculated with wB97M-V/def2-TZVPD.

Element x y z (Å)
Ru  -0.0805  -0.2414  0.3597
C  -3.4193  1.4688  2.4206
C  -2.2673  1.8615  3.3449
C  -0.8910  1.2557  2.9991
N  -0.8974  -0.0204  2.2883
C  -1.3185  -1.1243  2.8629
C  -1.7343  -1.1662  4.2206
C  -2.3433  -2.1567  4.9628
C  -2.7443  -3.4391  4.6095
C  -2.5121  -4.0364  3.3829
C  -1.8240  -3.5744  2.2743
C  -1.1830  -2.3408  2.0162
N  -0.4135  -2.1556  0.9581
C  0.0179  -3.2601  0.1184
C  1.3301  -2.9287  -0.5939
C  1.1885  -1.9852  -1.7902
N  0.2743  -0.9062  -1.4867
C  -0.5227  -0.3994  -2.4218
C  -0.2273  -0.5301  -3.7883
C  -0.8881  -0.0555  -4.9131
C  -2.0604  0.6638  -5.0195
C  -2.8815  1.0579  -3.9646
C  -2.7657  0.8483  -2.6111
C  -1.7539  0.2014  -1.8575
N  -1.8415  0.0226  -0.5559
C  -3.0672  0.2441  0.1883
C  -3.1250  1.6006  0.9151
H  -4.2801  2.0828  2.6940
H  -3.7125  0.4380  2.6422
H  -2.5529  1.6118  4.3694
H  -2.1407  2.9472  3.3221
H  -0.2959  1.1689  3.9187
H  -0.3565  1.9488  2.3551
H  -1.5631  -0.2457  4.7612
H  -2.5623  -1.8692  5.9867
H  -3.2725  -4.0182  5.3551
H  -2.9134  -5.0388  3.2695
H  -1.7817  -4.2719  1.4485
H  -0.7575  -3.5100  -0.6197
H  0.1732  -4.1494  0.7373
H  1.7695  -3.8607  -0.9591
H  2.0303  -2.5242  0.1377
H  0.7943  -2.5625  -2.6342
H  2.1712  -1.6002  -2.0800
H  0.7032  -1.0433  -3.9930
H  -0.3879  -0.2742  -5.8514
H  -2.3732  0.9517  -6.0147
H  -3.7606  1.6254  -4.2528
H  -3.5616  1.2812  -2.0209
H  -3.1211  -0.5584  0.9254
H  -3.9292  0.1030  -0.4673
H  -3.8821  2.2288  0.4411
H  -2.1737  2.1128  0.7580
N  4.4324  1.7830  -0.5283
C  4.4221  2.1627  -1.8520
C  5.2568  2.9833  -2.6038
C  4.9189  3.1554  -3.9312
C  3.7834  2.5467  -4.4900
C  2.9533  1.7440  -3.7357
C  3.2901  1.5433  -2.3974
N  2.6202  0.8316  -1.4185
C  3.3226  0.9888  -0.3385
C  3.0937  0.3257  0.9495
C  4.0630  0.2002  1.8992
S  3.4917  -0.6934  3.2320
C  1.9867  -0.8476  2.4680
N  1.8981  -0.2831  1.2940
H  5.0270  2.1623  0.1860
H  6.1231  3.4698  -2.1752
H  5.5379  3.7856  -4.5562
H  3.5515  2.7279  -5.5312
H  2.0574  1.2972  -4.1470
H  5.0821  0.5448  1.8614
H  1.1631  -1.3729  2.9225
S  0.8436  4.4529  -0.2332
C  0.4959  2.8782  -0.0683
N  0.2733  1.7359  0.0455

Atoms 1-3, force components in eV/Å:
0.0 0.0 0.0
0.0 0.0 0.0
0.0 0.0 0.0

Summary:
HOMO (alpha / beta) ... -6.77 / -6.69 eV
HOMO-LUMO gap (alpha / beta) ... 6.90 / 5.96 eV
2S+1 ... 2
⟨S²⟩ ... 0.79
E_LUMO (alpha / beta) ... 0.1297 / -0.7365 eV
M ... 706.9 g mol⁻¹

> Which of these has the lowest M?

C4H9NO

> The highest M belongs to which entry?

C40H31BrF4IrN2O6PS

What did the fourth record say?
Below is C28H39N3O4 in the gas phase, with properties calculated with wB97M-V/def2-TZVPD.

Element x y z (Å)
C  6.5926  -0.5336  5.4137
C  6.5784  -1.4414  4.1870
O  5.3153  -2.0298  3.9562
C  4.2999  -1.2749  3.4558
C  4.4095  0.0126  2.9736
C  3.3017  0.7024  2.4588
C  3.4917  2.0541  1.9855
C  2.5466  2.9050  1.5599
C  2.9051  4.2680  1.1553
O  3.9504  4.8147  1.4555
N  1.9491  4.9787  0.4624
C  0.8107  4.5390  -0.2019
C  0.7422  3.2805  -0.8004
C  -0.4023  2.8850  -1.4649
C  -1.4998  3.7351  -1.5584
C  -2.7723  3.3506  -2.2350
O  -3.8575  3.7431  -1.8508
N  -2.6227  2.5615  -3.3261
C  -3.7492  2.0366  -4.0593
C  -3.9220  0.5365  -3.7946
N  -4.8608  -0.0845  -4.7112
C  -4.8450  -1.5340  -4.5752
C  -5.5312  -2.2409  -5.7394
C  -6.1912  0.5053  -4.6899
C  -6.9231  0.5020  -3.3431
C  -1.4263  4.9938  -0.9666
C  -0.2845  5.3984  -0.3102
C  2.0734  0.0496  2.4300
C  1.9487  -1.2453  2.8998
C  3.0401  -1.9249  3.4213
O  3.0288  -3.1775  3.9374
C  1.8738  -3.9791  3.8198
C  1.6844  -4.5448  2.4042
C  0.3685  -5.3119  2.3203
C  2.8681  -5.4380  2.0438
H  5.9196  0.3100  5.2827
H  7.5990  -0.1597  5.5813
H  6.2728  -1.0948  6.2880
H  6.9261  -0.9014  3.2971
H  7.2430  -2.2943  4.3505
H  5.3600  0.5224  2.9847
H  4.5129  2.4169  1.9756
H  1.4982  2.6518  1.5540
H  2.1314  5.9742  0.4233
H  1.5960  2.6213  -0.7597
H  -0.4366  1.8936  -1.8945
H  -1.7018  2.2646  -3.6044
H  -4.6192  2.5985  -3.7157
H  -3.6047  2.2012  -5.1308
H  -2.9514  0.0521  -3.9539
H  -4.1937  0.3883  -2.7354
H  -5.2889  -1.8717  -3.6232
H  -3.7934  -1.8361  -4.5665
H  -6.6134  -2.1674  -5.6762
H  -5.2029  -1.8046  -6.6788
H  -5.2651  -3.2951  -5.7300
H  -6.7912  -0.0315  -5.4257
H  -6.0977  1.5347  -5.0430
H  -6.4072  1.1210  -2.6137
H  -7.9250  0.9009  -3.4787
H  -7.0091  -0.5076  -2.9479
H  -2.2844  5.6449  -1.0327
H  -0.2331  6.3804  0.1368
H  1.2017  0.5457  2.0340
H  0.9802  -1.7180  2.8610
H  2.0417  -4.8015  4.5211
H  0.9800  -3.4301  4.1420
H  1.6558  -3.7065  1.6995
H  -0.4761  -4.6628  2.5420
H  0.3641  -6.1355  3.0309
H  0.2344  -5.7196  1.3215
H  2.8037  -5.7584  1.0067
H  3.8004  -4.8968  2.1855
H  2.8828  -6.3210  2.6793

Atoms 1-3, force components in eV/Å:
-0.2 -0.2 -0.3
0.4 0.2 0.2
-0.4 0.0 -0.1

Summary:
HOMO ... -7.93 eV
HOMO-LUMO gap ... 8.01 eV
E_LUMO ... 0.0761 eV
SMILES string ... CCOc1cc(/C=C/C(=O)Nc2ccc(C(=O)NCCN(CC)CC)cc2)ccc1OCC(C)C
M ... 481.6 g mol⁻¹

> What is the formula in the fourth record?

C28H39N3O4